The following is a DFT calculation (the ωB97M-V functional and the def2-TZVPD basis) of C5H10O as an isolated structure.

```
! wB97M-V def2-TZVPD RIJCOSX def2/J DEFGRID3
* xyz 0 1
C -0.757 2.581 -0.332
O -0.876 1.263 -0.431
C 0.017 0.430 0.022
C -0.312 -1.004 -0.054
C 0.635 -2.000 0.556
C 0.497 -1.938 -0.934
H -0.417 2.229 1.483
H 0.241 2.998 -0.459
H -1.611 3.103 -0.746
H 1.056 0.762 0.035
H -0.137 1.497 1.692
H -1.375 -1.216 0.030
H 0.208 -2.846 1.085
H 1.549 -1.611 0.999
H 1.315 -1.508 -1.505
H -0.033 -2.740 -1.440
*
```

Output
Electronic energy (eV): -7389.4494
Max |F| (eV/A): 0.23
ΔE to the lowest compared entry with this formula, charge and spin (kJ/mol): 512.9
LUMO level (hartree): 0.031
HOMO energy (eV): -7.29

The following is a DFT calculation (the ωB97M-V functional and the def2-TZVPD basis) of one molecule with the formula C5H10O.

```
! wB97M-V def2-TZVPD RIJCOSX def2/J DEFGRID3
* xyz 0 1
C 1.872 0.073 -0.394
C 0.503 0.167 0.313
C -0.519 1.103 -0.409
C -0.309 -1.144 0.380
C -1.716 -0.595 0.556
O -2.662 -0.745 -0.192
H 2.365 1.053 -0.450
H 1.765 -0.297 -1.420
H 2.569 -0.600 0.125
H 0.705 0.513 1.339
H -0.322 1.109 -1.474
H -0.595 2.098 0.027
H -1.559 0.701 -0.491
H -0.067 -1.822 1.207
H -0.245 -1.680 -0.572
H -1.784 0.065 1.456
*
```

Output
Electronic energy (eV): -7393.0556
Max |F| (eV/A): 2.15
ΔE to the lowest compared entry with this formula, charge and spin (kJ/mol): 165.0
SMILES string: CC(C)CC=O
LUMO level (hartree): 0.039
HOMO energy (eV): -9.66

The following is a DFT calculation (the ωB97M-V functional and the def2-TZVPD basis) of C5H10O as an isolated structure.

```
! wB97M-V def2-TZVPD RIJCOSX def2/J DEFGRID3
* xyz 0 1
C 2.132 -0.015 -0.347
C 1.006 -0.766 0.425
C -0.353 -0.489 -0.238
C -2.147 0.054 0.458
C -0.628 0.907 -0.421
O -0.194 1.788 0.322
H 1.881 1.046 -0.409
H 3.085 -0.096 0.191
H 2.301 -0.398 -1.362
H 1.261 -1.833 0.481
H 0.987 -0.348 1.429
H -0.684 -1.238 -0.961
H -2.077 -0.194 1.508
H -2.574 1.079 0.411
H -2.795 -0.578 -0.142
H -1.204 1.080 -1.344
*
```

Output
Electronic energy (eV): -7391.6053
Max |F| (eV/A): 1.07
ΔE to the lowest compared entry with this formula, charge and spin (kJ/mol): 304.9
LUMO level (hartree): 0.026
HOMO energy (eV): -8.88

The following is a DFT calculation (the ωB97M-V functional and the def2-TZVPD basis) of one molecule with the formula C5H10O.

```
! wB97M-V def2-TZVPD RIJCOSX def2/J DEFGRID3
* xyz 0 1
C -1.154 -0.855 -0.552
C -0.315 0.412 -0.317
C -1.183 1.434 0.483
C 1.377 0.045 0.395
C 2.160 -1.154 -0.030
O 1.751 -2.135 -0.616
H -2.013 -0.610 -1.198
H -1.585 -1.274 0.371
H -0.559 -1.628 -1.034
H 0.004 0.857 -1.240
H -0.658 2.361 0.732
H -2.051 1.724 -0.137
H -1.622 1.033 1.411
H 2.045 0.918 0.453
H 0.547 -0.028 1.054
H 3.255 -1.100 0.226
*
```

Output
Electronic energy (eV): -7392.1453
Max |F| (eV/A): 2.90
ΔE to the lowest compared entry with this formula, charge and spin (kJ/mol): 252.8
SMILES string: CC(C)CC=O
LUMO level (hartree): 0.037
HOMO energy (eV): -9.46

The following is a DFT calculation (the ωB97M-V functional and the def2-TZVPD basis) of a 2-piece molecular cluster, C5H10O overall.

```
! wB97M-V def2-TZVPD RIJCOSX def2/J DEFGRID3
* xyz 0 1
C -0.884 1.691 -0.942
C 1.093 -0.406 0.016
C 1.550 0.396 1.176
C -0.001 -1.342 0.380
C -0.925 -1.732 -0.773
O -0.542 -2.091 -1.856
H -0.554 2.730 -0.866
H -1.326 1.385 0.012
H -1.629 1.596 -1.735
H -0.022 1.058 -1.188
H 2.457 -0.142 1.506
H 1.914 1.382 0.864
H 0.876 0.490 2.043
H 0.593 -2.248 0.610
H -0.589 -1.104 1.285
H -2.010 -1.664 -0.532
*
```

Output
Electronic energy (eV): -7390.4620
Max |F| (eV/A): 0.68
ΔE to the lowest compared entry with this formula, charge and spin (kJ/mol): 415.2
LUMO level (hartree): 0.002
HOMO energy (eV): -8.55

The following is a DFT calculation (the ωB97M-V functional and the def2-TZVPD basis) of one molecule with the formula C5H10O.

```
! wB97M-V def2-TZVPD RIJCOSX def2/J DEFGRID3
* xyz 0 1
C -0.635 0.728 -1.797
C -0.946 1.020 -0.322
C 0.274 0.711 0.467
O 0.373 0.357 1.793
C 0.849 -0.611 0.534
C 0.322 -1.913 1.014
H 0.312 1.183 -2.118
H -1.424 1.115 -2.445
H -0.549 -0.351 -1.982
H -1.188 2.073 -0.167
H -1.776 0.405 0.031
H 1.097 1.411 0.269
H 1.794 -0.694 -0.036
H -0.662 -1.755 1.446
H 1.002 -2.170 1.839
H 0.359 -2.734 0.293
*
```

Output
Electronic energy (eV): -7392.0811
Max |F| (eV/A): 1.76
ΔE to the lowest compared entry with this formula, charge and spin (kJ/mol): 259.0
SMILES string: CC[C@H]1O[C@H]1C
LUMO level (hartree): 0.037
HOMO energy (eV): -9.54

The following is a DFT calculation (the ωB97M-V functional and the def2-TZVPD basis) of one molecule with the formula C5H10O.

```
! wB97M-V def2-TZVPD RIJCOSX def2/J DEFGRID3
* xyz 0 1
C -2.895 0.196 1.174
C -1.853 -0.505 0.736
C -0.842 0.057 -0.232
O 0.316 0.516 0.439
C 1.463 -0.306 0.387
C 2.546 0.384 -0.429
H -3.595 -0.175 1.924
H -3.060 1.213 0.824
H -1.671 -1.508 1.124
H -0.553 -0.687 -0.987
H -1.265 0.922 -0.757
H 1.230 -1.297 -0.035
H 1.797 -0.474 1.418
H 3.480 -0.191 -0.428
H 2.741 1.377 -0.011
H 2.221 0.522 -1.467
*
```

Output
Electronic energy (eV): -7393.2948
Max |F| (eV/A): 0.34
ΔE to the lowest compared entry with this formula, charge and spin (kJ/mol): 141.9
SMILES string: C=CCOCC
LUMO level (hartree): 0.044
HOMO energy (eV): -9.56

The following is a DFT calculation (the ωB97M-V functional and the def2-TZVPD basis) of one molecule with the formula C5H10O.

```
! wB97M-V def2-TZVPD RIJCOSX def2/J DEFGRID3
* xyz 0 1
C 1.109 -1.865 0.267
C -0.384 -1.715 0.356
C -1.012 -0.608 0.748
O -0.378 0.570 1.050
C 0.330 1.187 -0.024
C -0.567 2.122 -0.815
H 1.601 -1.105 0.883
H 1.414 -2.851 0.633
H 1.487 -1.769 -0.760
H -1.004 -2.577 0.123
H -2.091 -0.577 0.904
H 0.752 0.425 -0.687
H 1.163 1.726 0.438
H -1.004 2.884 -0.163
H 0.009 2.623 -1.600
H -1.379 1.563 -1.291
*
```

Output
Electronic energy (eV): -7393.5528
Max |F| (eV/A): 0.27
ΔE to the lowest compared entry with this formula, charge and spin (kJ/mol): 117.0
SMILES string: C/C=C\OCC
LUMO level (hartree): 0.040
HOMO energy (eV): -8.90

The following is a DFT calculation (the ωB97M-V functional and the def2-TZVPD basis) of one molecule with the formula C5H10O.

```
! wB97M-V def2-TZVPD RIJCOSX def2/J DEFGRID3
* xyz 0 1
C -0.621 0.491 -1.890
C -0.641 -0.230 -0.554
C 0.723 -0.778 -0.103
C 0.674 -0.561 1.408
C -0.051 0.778 1.464
O -1.061 0.678 0.473
H -1.619 0.868 -2.136
H -0.295 -0.179 -2.694
H 0.066 1.343 -1.845
H -1.376 -1.048 -0.589
H 0.881 -1.817 -0.407
H 1.533 -0.176 -0.536
H 1.656 -0.555 1.890
H 0.052 -1.325 1.889
H 0.635 1.612 1.241
H -0.524 0.989 2.427
*
```

Output
Electronic energy (eV): -7394.4332
Max |F| (eV/A): 0.28
ΔE to the lowest compared entry with this formula, charge and spin (kJ/mol): 32.0
SMILES string: C[C@H]1CCCO1
LUMO level (hartree): 0.042
HOMO energy (eV): -9.49

The following is a DFT calculation (the ωB97M-V functional and the def2-TZVPD basis) of C5H10O as an isolated structure.

```
! wB97M-V def2-TZVPD RIJCOSX def2/J DEFGRID3
* xyz 0 1
C 1.948 0.047 -0.320
C 0.964 -0.775 0.542
C -0.267 -0.527 -0.296
C -2.016 0.007 0.452
C -0.622 0.847 -0.503
O -0.190 1.777 0.197
H 1.442 0.982 -0.576
H 2.805 0.355 0.268
H 2.253 -0.468 -1.236
H 1.276 -1.827 0.658
H 0.892 -0.314 1.527
H -0.318 -1.231 -1.144
H -1.791 -0.110 1.507
H -2.549 0.980 0.373
H -2.652 -0.732 -0.003
H -1.175 0.986 -1.446
*
```

Output
Electronic energy (eV): -7391.3046
Max |F| (eV/A): 1.16
ΔE to the lowest compared entry with this formula, charge and spin (kJ/mol): 333.9
LUMO level (hartree): 0.029
HOMO energy (eV): -8.85

The following is a DFT calculation (the ωB97M-V functional and the def2-TZVPD basis) of one molecule with the formula C5H10O.

```
! wB97M-V def2-TZVPD RIJCOSX def2/J DEFGRID3
* xyz 0 1
C -1.783 0.907 0.128
C -1.258 -0.488 0.469
C 0.225 -0.545 0.829
C 1.068 0.491 -1.388
C 2.214 -0.036 -0.608
O 1.015 -0.832 -0.350
H -1.218 1.333 -0.705
H -1.681 1.581 0.988
H -2.847 0.865 -0.133
H -1.423 -1.175 -0.370
H -1.820 -0.897 1.318
H 0.437 -1.370 1.520
H 0.571 0.398 1.267
H 1.061 -0.089 -2.327
H 2.994 -0.680 -1.024
H 2.557 0.512 0.276
*
```

Output
Electronic energy (eV): -7390.0753
Max |F| (eV/A): 0.38
ΔE to the lowest compared entry with this formula, charge and spin (kJ/mol): 452.5
LUMO level (hartree): 0.040
HOMO energy (eV): -8.04

The following is a DFT calculation (the ωB97M-V functional and the def2-TZVPD basis) of one molecule with the formula C5H10O.

```
! wB97M-V def2-TZVPD RIJCOSX def2/J DEFGRID3
* xyz 0 1
C -1.576 0.410 1.006
C -0.504 -0.480 0.352
C -0.206 -0.233 -1.146
C 1.168 0.467 -1.196
O 1.506 0.771 0.105
C 0.901 -0.231 0.925
H -2.549 0.295 0.514
H -1.720 0.147 2.067
H -1.297 1.469 0.962
H -0.787 -1.528 0.515
H 0.441 -0.996 -1.592
H -1.048 0.122 -1.760
H 1.312 1.291 -1.892
H 1.930 -0.513 -1.663
H 1.508 -1.149 0.857
H 0.922 0.156 1.946
*
```

Output
Electronic energy (eV): -7392.5361
Max |F| (eV/A): 3.61
ΔE to the lowest compared entry with this formula, charge and spin (kJ/mol): 215.1
SMILES string: C[C@H]1CCOC1
LUMO level (hartree): 0.039
HOMO energy (eV): -9.57

The following is a DFT calculation (the ωB97M-V functional and the def2-TZVPD basis) of C5H10O as an isolated structure.

```
! wB97M-V def2-TZVPD RIJCOSX def2/J DEFGRID3
* xyz 0 1
C -1.790 0.552 0.221
C -0.910 -0.617 -0.216
C 0.410 -0.683 0.553
C 2.280 -0.781 -0.052
C 1.470 0.403 0.046
O 1.105 1.070 -1.140
H -1.298 1.516 0.046
H -2.029 0.491 1.289
H -2.734 0.560 -0.334
H -1.454 -1.556 -0.058
H -0.693 -0.545 -1.285
H 0.295 -0.573 1.633
H 0.839 -1.706 0.442
H 2.131 -1.141 -1.092
H 1.704 1.110 0.848
H 0.673 1.901 -0.902
*
```

Output
Electronic energy (eV): -7390.6910
Max |F| (eV/A): 0.36
ΔE to the lowest compared entry with this formula, charge and spin (kJ/mol): 393.1
LUMO level (hartree): 0.030
HOMO energy (eV): -8.61

The following is a DFT calculation (the ωB97M-V functional and the def2-TZVPD basis) of a 2-piece molecular cluster, C5H10O overall.

```
! wB97M-V def2-TZVPD RIJCOSX def2/J DEFGRID3
* xyz 0 1
C 0.838 0.081 -1.409
C 0.608 -0.411 -0.191
C 1.341 0.139 1.010
C -0.400 -1.523 0.032
H 0.318 -0.297 -2.286
H 1.563 0.874 -1.579
H 1.529 -0.637 1.761
H 0.757 0.927 1.508
H 2.300 0.576 0.715
H -0.103 -2.428 -0.514
H -0.482 -1.787 1.093
H -1.400 -1.241 -0.323
C -1.737 1.480 0.075
O -2.627 1.013 -0.591
H -1.139 2.350 -0.254
H -1.468 1.070 1.068
*
```

Output
Electronic energy (eV): -7393.1287
Max |F| (eV/A): 0.57
ΔE to the lowest compared entry with this formula, charge and spin (kJ/mol): 157.9
SMILES string: C=C(C)C.C=O
LUMO level (hartree): 0.031
HOMO energy (eV): -9.42

The following is a DFT calculation (the ωB97M-V functional and the def2-TZVPD basis) of a 2-piece molecular cluster, C5H10O overall.

```
! wB97M-V def2-TZVPD RIJCOSX def2/J DEFGRID3
* xyz 0 1
O -0.402 -1.839 -0.002
C 0.215 -0.878 -0.846
C 1.302 -0.083 -0.088
C 0.571 1.148 0.388
C -0.605 1.283 -0.220
C -0.869 0.158 -1.191
H 0.275 -2.471 0.268
H 0.617 -1.364 -1.747
H 1.728 -0.675 0.733
H 2.137 0.190 -0.749
H 0.986 1.833 1.123
H -1.301 2.104 -0.066
H -1.859 -0.299 -1.081
H -0.781 0.506 -2.228
H -1.071 0.253 3.213
H -0.943 0.134 2.494
*
```

Output
Electronic energy (eV): -7393.1267
Max |F| (eV/A): 0.38
ΔE to the lowest compared entry with this formula, charge and spin (kJ/mol): 158.1
SMILES string: OC1CC=CC1.[H][H]
LUMO level (hartree): 0.037
HOMO energy (eV): -9.25

The following is a DFT calculation (the ωB97M-V functional and the def2-TZVPD basis) of one molecule with the formula C5H10O.

```
! wB97M-V def2-TZVPD RIJCOSX def2/J DEFGRID3
* xyz 0 1
C -1.204 1.377 0.044
C -1.045 0.107 0.052
C -2.288 -0.817 -0.246
C 0.331 -0.583 0.507
O 1.309 0.363 0.043
C 2.596 -0.165 -0.304
H -0.509 2.216 -0.034
H -2.258 1.775 -0.123
H -2.227 -1.112 -1.309
H -3.277 -0.261 -0.157
H -2.280 -1.753 0.433
H 0.466 -1.630 -0.081
H 0.395 -0.683 1.675
H 2.332 -1.281 -0.938
H 3.387 0.636 -0.974
H 3.156 -0.315 0.851
*
```

Output
Electronic energy (eV): -7390.5670
Max |F| (eV/A): 5.00
ΔE to the lowest compared entry with this formula, charge and spin (kJ/mol): 405.1
SMILES string: C=C(C)COC
LUMO level (hartree): 0.034
HOMO energy (eV): -9.45